A structure of composition C17H31Br12O at a distorted geometry, computed with wB97M-V/def2-TZVPD.

Calculated values
- Relative energy (zero: lowest compared OMol25 entry of this formula, charge and spin): 0.0 kJ/mol
- Frontier orbital gap: 3.29 eV
- Spin multiplicity: 1
- Charge: -1
- HOMO: -0.0608 Ha
- E_tot: -31629.60712 hartree

Structure (XYZ):
```
61
Properties=species:S:1:pos:R:3:forces:R:3
C -2.7437 1.5067 -1.4869 0.7 0.0 0.4
C -1.8754 0.4782 -0.7020 -0.5 0.8 -0.3
C -1.1984 -0.5144 -1.6373 -0.5 -0.3 0.4
C -0.8424 -1.8828 -1.0439 1.0 0.2 -0.5
C 0.4682 -1.9174 -0.2394 -0.8 -0.4 0.1
C 0.3357 -1.1722 1.0781 1.0 -0.4 -0.5
C 1.4840 -1.3725 2.0892 -0.8 0.6 0.3
C 1.7554 0.0037 2.7046 0.0 -0.2 -0.5
C 2.5358 0.8854 1.7260 0.1 0.4 0.9
C 2.0888 2.3535 1.7573 -0.3 -0.3 0.0
C 1.3747 2.7294 0.4745 0.3 0.1 -0.5
C 2.3064 2.9782 -0.7358 -0.3 0.4 0.5
O 3.6372 2.5022 -0.5902 -0.2 -0.3 -0.3
C 3.9652 1.3379 -1.3260 0.3 0.3 0.2
H -2.0323 1.9873 -2.1924 -0.2 0.0 -0.3
H -2.9560 2.3192 -0.7596 -0.5 0.0 -0.1
H -2.4917 -0.0463 0.0318 -0.1 -0.2 0.1
H -1.1324 1.0343 -0.1262 0.4 -0.2 0.3
H -0.3292 -0.0378 -2.0917 0.2 -0.1 -0.1
H -1.9082 -0.6899 -2.4456 -0.1 0.1 -0.2
H -1.6592 -2.2747 -0.4407 -0.2 0.0 0.1
H -0.6967 -2.5883 -1.8684 -0.2 -0.1 -0.1
H 1.2651 -1.5118 -0.8614 0.2 0.1 0.0
H 0.7076 -2.9684 -0.0560 0.2 -0.1 0.1
H -0.6161 -1.4581 1.5122 -0.2 0.2 0.3
H 0.3159 -0.1199 0.8352 -0.4 0.3 0.0
H 1.1143 -2.0145 2.8783 0.3 -0.5 0.0
H 2.3753 -1.7956 1.6320 0.1 -0.1 0.0
H 2.2325 -0.0446 3.6829 0.2 0.0 0.1
H 0.7721 0.4494 2.8402 -0.2 0.1 0.3
H 3.5844 0.8376 2.0054 0.3 -0.2 -0.3
H 2.3910 0.5048 0.7233 0.2 -0.2 -0.2
H 1.3768 2.4700 2.5732 -0.1 0.1 0.2
H 2.9083 3.0333 1.9684 0.2 0.1 -0.1
H 0.8009 3.6325 0.6230 -0.2 0.3 0.0
H 0.6416 1.9766 0.1975 -0.1 -0.3 0.2
H 2.3846 4.0557 -0.8713 0.2 0.2 0.0
H 1.8223 2.5953 -1.6334 0.1 -0.2 -0.2
H 4.9410 1.4953 -1.7817 0.2 0.0 -0.1
H 4.0475 0.4734 -0.6690 -0.1 -0.2 0.0
H 3.2618 1.1314 -2.1282 -0.3 0.0 0.0
C 0.5577 -0.1764 -5.7319 -0.1 0.0 0.1
Br -0.1719 -1.7036 -4.8168 0.1 0.1 -0.1
Br -0.7197 0.5955 -6.9518 0.0 0.0 0.0
Br 1.2385 1.1400 -4.5010 0.0 0.0 -0.1
H 1.3917 -0.5226 -6.3226 0.0 0.0 0.0
C -1.4350 -3.8690 3.8837 -0.1 0.1 -0.1
Br 0.0410 -4.7588 3.0199 -0.1 0.0 0.0
Br -0.8880 -2.2464 4.7678 0.0 -0.1 0.1
Br -2.8631 -3.5237 2.6405 0.1 -0.1 0.0
H -1.8100 -4.5407 4.6405 0.0 0.0 0.0
C -1.8079 5.9481 1.3827 0.0 -0.1 -0.1
Br 0.0470 6.1056 1.8856 0.1 0.2 0.1
Br -2.4944 7.6044 0.6614 0.0 0.1 0.0
Br -2.0703 4.4557 0.1934 -0.1 -0.3 -0.2
H -2.3626 5.7405 2.2854 0.0 0.1 0.1
C -4.6930 -6.1568 -0.4448 0.0 0.1 0.0
Br -2.9529 -6.8577 -0.0047 0.0 0.0 0.0
Br -4.6890 -4.2348 -0.4783 0.0 0.0 -0.1
Br -5.3623 -6.8969 -2.0946 0.0 0.0 0.0
H -5.3682 -6.4646 0.3393 0.0 0.0 0.0
```
Forces are in eV/Å.

=====

An isolated molecule of C17H31Br2ClF3INOPS at a distorted geometry, computed with wB97M-V/def2-TZVPD.

Calculated values
- Frontier orbital gap: 8.74 eV
- Spin multiplicity: 1
- Charge: 0
- SMILES: CC[C@@H](I)P(CCCS)(CCCCl)(CC[C@@](F)(Br)C(F)(F)Br)CC(=O)N(C)C
- HOMO: -0.3102 Ha
- E_tot: -7741.30960 hartree

Structure (XYZ):
```
59
Properties=species:S:1:pos:R:3:forces:R:3
C -3.9992 -1.5534 -1.4534 0.1 -0.7 1.0
C -2.7178 -1.2649 -0.6258 -0.9 0.1 -0.9
C -1.5170 -0.7582 -1.4552 -1.1 0.0 0.6
I -2.2810 0.6853 -2.9323 0.2 -0.1 0.2
P -0.0167 -0.0556 -0.4036 0.4 -0.5 -0.5
C 0.2655 -1.7835 0.2641 0.4 -0.5 -0.3
C 0.8360 -2.7785 -0.7807 -0.6 -0.1 0.2
C 1.5286 -3.9526 -0.0683 -1.4 0.3 -0.3
S 1.3825 -5.5017 -1.0177 0.9 -0.5 -0.1
C 0.8643 0.3193 -2.0344 1.4 -0.5 1.1
C 2.4134 0.2041 -2.0224 -0.4 0.4 -1.0
C 2.8724 0.0732 -3.4896 0.2 0.4 0.8
Cl 4.4190 0.9729 -3.7089 0.0 -0.4 -0.2
C -1.0859 1.2277 0.4036 -0.4 0.9 -0.7
C -0.5045 2.6734 0.2863 -0.7 -1.3 0.9
C -1.6003 3.6999 0.0953 1.2 0.6 0.3
F -2.0974 3.6745 -1.1437 -0.5 -0.1 -0.7
Br -3.0418 3.4697 1.3862 -0.1 0.0 -0.1
C -1.0256 5.1369 0.3243 -0.5 -1.2 0.2
F -0.7371 5.2644 1.6066 1.0 0.0 1.1
F -1.9552 6.0256 0.0921 -1.0 1.1 -0.9
Br 0.5269 5.4871 -0.7544 0.1 0.1 -0.2
C 1.5034 0.5550 0.6384 -0.3 -0.1 0.9
C 1.2404 0.7607 2.1197 -0.5 -1.4 -1.0
O 1.7351 1.6810 2.6699 0.7 2.1 1.3
N 0.4000 -0.1685 2.8591 0.4 0.7 0.4
C 1.2924 -1.1200 3.5684 -0.4 -0.6 -0.8
C -0.3593 0.6093 3.8617 -0.2 -0.4 -0.1
H -4.6627 -0.7003 -1.4989 0.1 0.2 -0.4
H -4.5490 -2.3202 -0.9015 -0.2 0.0 0.0
H -3.7788 -1.9866 -2.4236 0.0 0.2 -0.2
H -2.5128 -2.2202 -0.1476 0.6 0.0 0.1
H -3.0366 -0.5844 0.1632 0.4 0.2 0.1
H -1.2164 -1.5895 -2.0862 0.2 0.0 -0.2
H 0.9561 -1.7944 1.0962 0.1 0.5 0.1
H -0.6354 -2.2388 0.6659 -0.2 0.2 0.0
H 1.4452 -2.3211 -1.5559 0.3 0.0 0.1
H -0.0197 -3.2105 -1.2922 -0.1 0.0 -0.3
H 2.5562 -3.7402 0.2081 0.2 -0.2 -0.3
H 0.9745 -4.1053 0.8546 0.1 -0.1 0.2
H 0.2484 -5.3446 -1.7242 0.1 0.5 0.3
H 0.5411 -0.3889 -2.7864 -0.6 0.1 -0.1
H 0.6584 1.3374 -2.3413 -0.4 0.1 -0.2
H 2.8436 1.1340 -1.6787 0.1 0.0 0.5
H 2.8014 -0.6319 -1.4519 0.0 0.0 0.2
H 2.1653 0.5557 -4.1484 -0.1 0.0 -0.2
H 3.0126 -0.9639 -3.7663 0.1 -0.1 -0.2
H -1.3244 0.9758 1.4294 0.4 -0.2 0.2
H -2.0658 1.2984 -0.0575 0.0 -0.5 -0.4
H 0.1957 2.6948 -0.5374 0.1 0.5 -0.1
H -0.0275 2.9234 1.2289 0.5 0.2 -0.1
H 1.9019 1.5110 0.3160 0.1 0.1 -0.1
H 2.3381 -0.1457 0.6251 0.0 -0.2 -0.4
H 2.2480 -1.1993 3.0529 0.1 0.1 0.0
H 1.4673 -0.8422 4.6048 0.1 0.1 0.0
H 0.8401 -2.1113 3.5198 0.0 -0.1 0.3
H -0.7713 1.5094 3.4174 -0.1 0.1 -0.1
H -1.1809 -0.0084 4.2195 0.0 0.0 0.1
H 0.2467 0.9246 4.7106 0.1 0.0 0.0
```
Forces are in eV/Å.

=====

A cluster of 2 separate species, C17H31BrN3O3P in total at a distorted geometry, computed with wB97M-V/def2-TZVPD.

Calculated values
- Frontier orbital gap: 4.10 eV
- Spin multiplicity: 1
- Charge: 0
- HOMO: -0.1831 Ha
- E_tot: -3971.13819 hartree

Structure (XYZ):
```
56
Properties=species:S:1:pos:R:3:forces:R:3
O 3.0642 -0.9261 1.6621 1.8 -0.1 -1.8
C 4.3622 -0.3350 1.2982 4.2 1.2 -0.9
C 5.6456 -0.6193 2.2988 0.1 2.6 -3.8
C 7.1298 0.0336 1.9101 -3.6 0.5 -2.0
C 7.3182 0.9403 0.5475 -3.1 -1.0 0.3
C 6.0740 1.2379 -0.4795 -0.7 -2.9 4.4
C 4.5944 0.5849 -0.0635 1.9 -0.5 1.1
C 3.3557 0.9613 -1.1222 1.7 -0.5 -0.1
N 3.2018 2.4673 -1.0542 -1.4 -0.7 -0.5
C 1.7728 2.9204 -1.2602 0.0 1.2 0.9
C 0.9040 2.7391 0.1574 0.1 0.6 -0.3
C -0.6120 2.1915 -0.1412 0.0 1.0 0.9
C -0.9466 0.7028 0.4567 -1.2 0.0 -0.2
N -0.3127 0.4142 1.8028 0.3 -1.5 -1.2
C -0.8479 -0.8641 2.4312 0.7 -0.2 0.9
C -0.9211 -2.1465 1.4075 -0.5 -1.6 2.3
N -1.3795 -1.7605 0.0179 -0.5 0.3 0.4
C -0.6147 -0.5464 -0.5507 0.0 -1.1 0.6
P -1.2814 -0.3231 -2.3426 -1.0 1.3 -1.7
O -2.9586 -0.8049 -2.4565 2.7 -0.2 0.0
Br -0.1591 -1.8894 -3.6111 -0.4 0.1 1.0
H 2.8656 -1.7432 1.0971 0.9 1.7 1.0
H 5.4322 -1.2502 3.2640 0.7 1.4 -2.1
H 8.0081 -0.1706 2.6770 -2.0 0.6 -2.0
H 8.3660 1.4367 0.2661 -2.5 -1.4 0.9
H 6.1789 1.8795 -1.4756 -0.2 -1.6 2.5
H 3.6909 0.6245 -2.2168 -0.6 0.5 2.3
H 2.3722 0.3578 -0.8969 1.9 1.5 -0.1
H 3.8831 2.9738 -1.6616 -1.0 -0.9 0.6
H 1.2443 2.3801 -2.1542 0.8 1.0 1.5
H 1.8114 4.1010 -1.4305 -0.1 -2.7 0.0
H 0.7865 3.8109 0.6665 0.4 -2.4 -1.1
H 1.5301 2.0945 0.9070 -1.3 1.1 -1.5
H -0.8086 2.3250 -1.2887 0.2 -0.7 2.2
H -1.3642 2.9425 0.4026 1.6 -1.9 -1.2
H -2.1259 0.6770 0.6396 2.3 0.0 -0.5
H 0.7163 0.2143 1.6529 -1.4 0.6 0.2
H -1.8529 -0.6580 3.0160 1.8 -0.5 -1.7
H -0.0549 -1.1621 3.2726 -1.8 0.6 -1.9
H 0.0802 -2.7882 1.3696 -2.0 1.7 -0.2
H -1.7533 -2.8806 1.8451 1.8 1.5 -1.0
H -2.3892 -1.4359 0.1043 0.8 -0.6 -0.2
H -1.3673 -2.5786 -0.6564 0.0 1.1 1.0
H 0.5316 -0.8678 -0.5175 -2.4 0.9 -0.4
H -3.1642 -0.9421 -3.4276 0.3 0.3 1.5
C -5.6952 -2.3730 -0.4086 -0.4 -1.0 -0.6
C -6.5683 -1.1906 0.0429 1.7 0.7 -1.3
C -6.9115 -0.3177 -1.1758 -0.7 -0.3 -0.8
O -5.8561 -0.4567 0.8800 0.6 0.7 1.9
H -4.7555 -2.0479 -0.8746 -0.1 0.3 0.1
H -5.4425 -3.0301 0.4333 -0.1 0.2 0.1
H -6.2307 -2.9815 -1.1472 0.1 -0.3 -0.2
H -7.5197 -1.6297 0.3750 -0.5 -0.2 0.5
H -6.0172 0.0839 -1.6703 0.1 -0.1 0.3
H -7.5496 0.5300 -0.8956 0.2 -0.2 0.1
H -7.4596 -0.9051 -1.9221 -0.2 0.0 -0.2
```
Forces are in eV/Å.